[1]
Molecular formula: C39H35N5S3Se4Sr
Method: DFT, wB97M-V/def2-TZVPD

- Molar mass: 1073.40 Da
- Spin multiplicity: 1
- Frontier orbital gap: 3.76 eV
- E_HOMO: -4.334 eV
- LUMO energy: -0.58 eV

```
87
Properties=species:S:1:pos:R:3:forces:R:3
Sr 0.016 -0.146 -0.124 1.1 1.5 -2.0
N -0.032 0.068 2.153 -0.2 0.0 1.9
S -0.198 -0.319 3.538 0.1 -0.1 -0.2
N -0.286 -1.944 3.933 0.1 0.0 0.0
S -1.541 -2.767 3.580 0.1 0.2 0.1
N -2.360 -2.522 2.322 -0.2 -0.2 -0.1
S -2.130 -2.778 0.684 0.0 0.1 0.1
N -1.698 -1.702 -0.181 -1.1 -1.0 0.4
C -3.771 -3.387 0.345 0.0 0.0 -0.2
C -4.204 -3.118 -0.945 -0.1 -0.1 0.0
C -5.475 -3.530 -1.325 0.1 0.0 0.0
C -6.289 -4.198 -0.424 0.0 0.0 0.0
C -5.843 -4.460 0.867 0.0 0.0 0.0
C -4.578 -4.051 1.259 0.0 0.0 0.0
C -1.076 -4.215 0.588 0.2 0.0 0.0
C -1.545 -5.520 0.578 0.1 0.0 0.1
C -0.642 -6.555 0.373 0.0 0.0 0.0
C 0.703 -6.283 0.169 0.0 0.0 0.0
C 1.162 -4.973 0.179 0.0 0.0 0.0
C 0.273 -3.934 0.387 -0.1 -0.1 0.0
C -0.992 -4.439 3.802 0.0 0.0 -0.1
C -1.951 -5.414 4.049 0.0 0.0 0.0
C -1.544 -6.731 4.170 0.0 0.0 0.0
C -0.200 -7.057 4.027 0.0 -0.1 0.0
C 0.740 -6.074 3.764 0.0 0.1 0.0
C 0.349 -4.746 3.652 0.0 -0.1 0.0
C -2.754 -2.582 4.872 0.0 -0.1 0.0
C -2.336 -2.851 6.169 -0.1 0.0 0.1
C -3.241 -2.693 7.205 0.0 0.0 0.0
C -4.534 -2.257 6.934 0.0 0.0 0.0
C -4.926 -1.977 5.635 0.0 0.0 -0.1
C -4.032 -2.143 4.583 -0.1 -0.1 0.1
C -1.655 0.341 4.333 0.0 0.2 0.0
C -2.582 0.914 3.479 -0.1 0.0 0.1
C -3.766 1.408 4.016 0.0 0.0 0.0
C -3.992 1.337 5.382 0.0 0.0 0.0
C -3.044 0.767 6.228 0.0 0.1 0.0
C -1.867 0.262 5.705 0.0 0.1 0.0
C 1.121 0.118 4.648 0.1 0.0 0.0
C 2.173 -0.763 4.850 0.0 0.1 0.1
C 3.285 -0.330 5.556 0.0 0.0 0.0
C 3.338 0.967 6.046 0.0 0.0 0.0
C 2.285 1.843 5.823 0.0 0.0 0.0
C 1.171 1.426 5.112 0.1 0.0 0.0
H -3.553 -2.578 -1.621 0.0 0.0 0.0
H -5.826 -3.322 -2.327 0.0 0.0 0.0
H -7.280 -4.512 -0.725 0.0 0.0 0.0
H -6.484 -4.978 1.569 0.0 0.0 0.0
H -4.225 -4.244 2.263 0.0 0.0 0.0
H -2.596 -5.735 0.712 0.0 0.0 0.0
H -0.998 -7.577 0.351 0.0 0.0 0.0
H 1.396 -7.094 -0.015 0.0 0.0 0.0
H 2.206 -4.747 0.001 0.0 0.0 0.0
H 0.641 -2.918 0.363 0.0 0.0 0.0
H -2.995 -5.151 4.162 0.0 0.0 0.0
H -2.274 -7.503 4.373 0.0 0.0 0.0
H 0.114 -8.089 4.115 0.0 0.0 0.0
H 1.782 -6.334 3.640 0.0 0.0 0.0
H 1.064 -3.964 3.443 0.0 0.0 0.0
H -1.321 -3.175 6.364 0.0 0.0 0.0
H -2.937 -2.905 8.221 0.0 0.0 0.0
H -5.237 -2.130 7.747 0.0 0.0 0.0
H -5.928 -1.625 5.432 0.0 0.0 0.0
H -4.310 -1.922 3.562 0.0 0.0 0.0
H -2.365 0.964 2.418 0.0 0.0 0.0
H -4.506 1.853 3.363 0.0 0.0 0.0
H -4.911 1.731 5.795 0.0 0.0 0.0
H -3.226 0.718 7.294 0.0 0.0 0.0
H -1.122 -0.188 6.349 0.0 0.0 0.0
H 2.128 -1.767 4.454 0.0 0.0 0.0
H 4.115 -1.005 5.713 0.0 0.0 0.0
H 4.211 1.301 6.590 0.0 0.0 0.0
H 2.336 2.858 6.193 0.0 0.0 0.0
H 0.359 2.113 4.914 0.0 0.0 0.0
Se -0.153 0.258 -3.057 0.0 0.2 -0.3
Se 1.955 0.040 -4.018 0.1 -0.3 0.2
Se 3.734 0.292 -2.398 -0.2 0.2 -0.1
Se 3.011 -0.065 -0.212 0.0 -0.3 0.1
C -3.697 5.003 0.136 0.0 0.0 0.0
C -2.201 4.758 -0.055 0.0 -0.1 0.0
C -1.864 3.332 -0.030 0.1 0.2 -0.1
N -1.567 2.226 -0.055 0.0 -0.2 0.2
H -3.904 6.071 0.098 0.0 0.0 0.0
H -4.035 4.622 1.099 0.0 0.0 0.0
H -4.272 4.512 -0.648 0.0 0.0 0.0
H -1.616 5.250 0.724 0.0 0.0 0.0
H -1.855 5.150 -1.012 0.0 0.0 0.0
```
Forces are in eV/Å.


[2]
Molecular formula: C39H36ClFeN3Si2
Method: DFT, wB97M-V/def2-TZVPD

- Molar mass: 694.21 Da
- Expectation value of S²: 8.774
- Spin multiplicity: 6
- Frontier orbital gap (spin up / spin down): 6.43 / 6.74 eV
- E_HOMO (spin up / spin down): -9.067 / -10.194 eV
- ΔE to the lowest compared entry with this formula, charge and spin: 0.0 kcal/mol
- Total charge: +1
- LUMO energy (spin up / spin down): -2.63 / -3.46 eV

```
82
Properties=species:S:1:pos:R:3:forces:R:3
C -1.938 -0.350 4.346 -1.3 -0.5 0.2
C -2.256 0.151 3.035 -1.4 -0.5 -0.1
C -1.916 -0.863 2.083 -1.1 -0.6 0.3
H -2.732 1.097 2.802 0.2 -0.1 0.1
C -1.376 -1.983 2.794 -1.9 -0.7 0.1
C -1.423 -1.679 4.192 -1.3 -0.7 -0.1
H -1.155 -2.354 5.000 0.1 0.3 -0.2
H -2.166 0.142 5.289 0.2 -0.1 -0.3
H -2.094 -0.830 1.018 0.2 0.0 0.2
H -1.088 -2.925 2.340 0.1 0.2 0.1
Fe -0.265 -0.301 3.183 2.1 1.1 -2.0
Si 0.905 0.179 -0.686 -2.8 0.2 5.0
C -0.201 1.776 -0.748 0.5 -0.6 -1.1
C 0.369 2.986 -1.148 -0.5 0.1 -0.2
H 1.443 3.030 -1.353 -0.3 0.1 0.0
C -0.447 4.099 -1.371 0.0 0.0 0.2
H -0.006 5.036 -1.713 -0.1 -0.2 0.1
C -1.828 4.009 -1.167 0.1 -0.1 0.0
H -2.467 4.875 -1.352 0.2 -0.3 0.0
C -2.400 2.803 -0.744 0.2 -0.3 0.1
H -3.482 2.715 -0.593 0.4 0.1 -0.1
C -1.583 1.684 -0.530 -0.2 0.5 0.0
H -2.034 0.733 -0.220 0.2 0.5 -0.1
C -0.134 -1.468 -1.045 -0.3 -0.3 0.6
C -1.438 -1.488 -1.613 0.3 -0.6 0.0
H -1.902 -0.578 -2.016 0.3 -0.3 0.1
C -2.147 -2.693 -1.721 0.1 0.2 0.1
H -3.114 -2.706 -2.232 0.3 0.0 0.3
C -1.610 -3.875 -1.204 0.1 0.1 0.0
H -2.150 -4.818 -1.321 0.2 0.3 0.1
C -0.384 -3.846 -0.532 -0.1 0.2 -0.1
H 0.022 -4.766 -0.104 -0.1 0.3 -0.1
C 0.339 -2.652 -0.434 -0.1 0.0 -0.5
H 1.306 -2.646 0.077 -0.3 0.0 -0.2
H 0.348 0.111 0.738 -0.1 -0.4 0.7
Si 0.499 -0.169 -2.994 0.6 1.7 -2.1
C 0.901 -1.586 -4.068 1.0 -0.7 -0.3
C 0.270 -1.616 -5.332 -0.4 -0.3 0.5
H -0.037 -0.690 -5.815 -0.1 -0.2 0.2
C -0.057 -2.847 -5.906 0.1 -0.1 -0.1
H -0.646 -2.880 -6.821 0.2 0.1 0.1
C 0.324 -4.043 -5.294 0.1 0.3 0.2
H 0.032 -5.006 -5.720 0.1 0.4 0.1
C 1.102 -4.000 -4.131 0.3 0.0 0.0
H 1.412 -4.931 -3.653 0.1 0.3 -0.2
C 1.454 -2.778 -3.555 -0.8 -0.3 -0.1
H 2.075 -2.746 -2.658 -0.3 -0.1 -0.2
C 0.182 1.353 -4.074 -0.2 0.3 0.0
C -1.191 1.606 -4.198 0.0 0.4 -0.1
H -1.911 0.937 -3.728 0.0 0.2 0.0
C -1.666 2.713 -4.904 -0.1 -0.1 -0.2
H -2.739 2.877 -4.975 0.2 0.0 0.0
C -0.781 3.579 -5.545 0.0 -0.4 0.2
H -1.164 4.417 -6.136 0.2 -0.3 0.3
C 0.591 3.334 -5.440 0.0 -0.2 0.0
H 1.279 4.003 -5.956 0.0 -0.2 0.2
C 1.077 2.239 -4.710 -0.3 0.0 0.1
H 2.152 2.079 -4.636 -0.2 0.0 0.0
H 1.798 0.663 -1.725 0.8 -0.2 -2.7
Cl 2.778 -0.195 0.329 0.5 -0.2 -0.3
N 1.611 0.626 5.519 -0.1 -0.2 -0.2
C 1.021 1.688 4.837 -0.4 -0.3 -1.0
C 1.116 2.969 5.390 -0.1 0.3 0.0
C 0.588 4.050 4.690 0.0 -0.8 0.0
C 0.010 3.803 3.435 -0.1 0.0 -0.2
C -0.065 2.509 2.938 0.6 0.1 1.0
N 0.380 1.427 3.661 1.4 3.9 0.9
C 1.934 -0.633 5.018 -0.6 -0.1 -1.0
C 2.798 -1.446 5.761 0.2 -0.5 0.0
C 3.161 -2.691 5.254 -0.5 0.8 -0.1
C 2.675 -3.052 3.987 -0.1 -0.1 -0.4
C 1.826 -2.203 3.293 0.3 0.5 1.1
N 1.377 -1.020 3.832 3.9 -1.7 1.4
H 2.082 0.879 6.380 -0.2 -0.1 -0.2
H 1.611 3.066 6.359 -0.2 0.2 -0.3
H 0.629 5.056 5.103 0.0 -0.2 -0.1
H -0.397 4.618 2.836 0.2 -0.2 0.1
H -0.466 2.308 1.942 0.0 -0.1 0.4
H 3.149 -1.069 6.725 0.0 -0.3 -0.3
H 3.809 -3.362 5.816 -0.1 0.2 -0.1
H 2.943 -4.006 3.531 0.0 0.3 0.2
H 1.477 -2.437 2.286 0.0 0.1 0.4
```
Forces are in eV/Å.


What is the formula in the first record?
C39H35N5S3Se4Sr